{"formula": "CH4N2O2S", "method": "ωB97M-V/def2-TZVPD", "symbols": ["C", "N", "N", "O", "O", "S", "H", "H", "H", "H"], "positions_angstrom": [[-1.287746, -0.949203, 0.150485], [0.503160, 0.228483, 0.938668], [-0.039991, -0.884515, 0.894028], [2.347023, 1.787562, -0.480069], [0.705373, 0.713824, -1.892974], [0.983525, 1.696829, -0.863052], [-1.065171, -0.762831, -0.886921], [-1.559152, -1.918121, 0.048026], [-1.956591, -0.186810, 0.482181], [1.369571, 0.274784, 1.609629]], "forces_ev_per_angstrom": [[2.166, 2.338, -1.184], [0.346, -0.674, 1.266], [1.129, 0.800, 1.188], [1.168, 0.220, 0.694], [-0.166, 0.540, 0.532], [-1.034, -0.408, -1.592], [0.308, 0.836, -0.646], [-1.581, -2.962, 0.873], [-0.782, 0.042, 0.375], [-1.554, -0.733, -1.507]], "multiplicity": 1, "total_energy_ev": -19009.843, "fmax_ev_per_a": 3.5, "orbital_gap_ev": 9.300}